Below is C25H22BrFeN2O as an isolated structure, with properties calculated with ωB97M-V with the def2-TZVPD basis set.

Multiplicity: 5
Total charge: -1
Highest occupied orbital energy (spin up / spin down), hartree: -0.03789 / -0.10849
⟨S²⟩: 6.0957

Last column: Mulliken charge in e.
Positions of all 52 atoms, in Å:
C: 1.00 -6.54 -0.32  -0.829
O: 0.89 -5.80 0.92  -0.436
C: 0.20 -4.63 0.96  0.661
C: -0.08 -4.10 2.25  -0.969
C: -0.97 -3.05 2.34  -0.284
C: -1.47 -2.41 1.20  -0.131
C: -2.36 -1.20 1.46  1.593
C: -2.55 -0.23 0.30  0.805
C: -3.67 0.67 -0.01  -0.526
C: -3.34 1.39 -1.22  -1.061
C: -2.03 0.92 -1.69  -1.167
C: -1.55 -0.08 -0.76  -0.951
Fe: -1.92 1.63 0.14  -0.547
C: -0.34 1.94 1.30  -0.628
C: -1.59 2.21 1.98  -0.762
C: -2.32 3.21 1.20  -0.809
C: -1.49 3.56 0.05  -0.660
C: -0.27 2.77 0.12  -0.699
C: -1.19 -2.93 -0.07  -0.438
C: -0.28 -3.98 -0.21  -0.862
H: 1.45 -7.48 -0.02  0.238
H: 0.01 -6.71 -0.77  0.366
H: 1.64 -6.01 -1.03  0.306
H: 0.38 -4.57 3.11  0.416
H: -1.24 -2.68 3.33  0.412
H: -1.79 -0.64 2.24  0.922
H: -4.61 0.76 0.53  0.504
H: -3.94 2.13 -1.72  0.460
H: -1.51 1.20 -2.57  0.465
H: -0.66 -0.69 -0.80  0.922
H: 0.47 1.30 1.67  0.463
H: -1.90 1.81 2.94  0.575
H: -3.26 3.68 1.48  0.433
H: -1.69 4.35 -0.68  0.436
H: 0.60 2.87 -0.54  0.422
H: -1.60 -2.48 -0.97  0.881
H: 0.06 -4.28 -1.20  0.326
C: -3.69 -1.60 1.99  -1.081
N: -4.37 -2.66 0.42  0.584
N: -5.29 -2.80 -0.21  -0.829
C: -3.88 -2.49 3.19  -0.185
C: -3.91 -1.79 4.39  -0.479
C: -4.05 -2.44 5.59  -0.520
C: -4.16 -3.83 5.62  -0.109
Br: -4.18 -4.75 7.30  -0.223
C: -4.27 -4.55 4.42  -0.517
C: -4.13 -3.89 3.18  0.059
H: -4.56 -0.87 1.90  0.783
H: -3.90 -0.71 4.31  0.447
H: -4.11 -1.88 6.50  0.438
H: -4.49 -5.61 4.45  0.403
H: -4.27 -4.46 2.26  0.382

***

Below is C17H21O4STl as an isolated structure, with properties calculated with ωB97M-V with the def2-TZVPD basis set.

Total charge: +2
Highest occupied orbital energy, hartree: -0.51276

Last column: Mulliken charge in e.
Positions of all 44 atoms, in Å:
Tl: 0.28 0.28 -0.37  0.898
C: -2.27 2.65 1.83  -0.407
C: -1.34 3.64 1.53  -0.440
C: -0.03 3.52 1.97  -0.417
C: 0.37 2.38 2.67  -0.433
C: -0.55 1.39 2.97  -0.416
C: -1.88 1.52 2.55  -0.406
H: -3.30 2.77 1.53  0.447
H: -1.65 4.51 0.98  0.432
H: 0.67 4.32 1.79  0.406
H: 1.39 2.30 3.02  0.421
H: -0.26 0.54 3.57  0.442
H: -2.61 0.78 2.83  0.411
C: 4.39 -4.14 4.22  -0.821
O: 4.40 -4.78 2.95  -0.369
C: 3.70 -4.28 1.96  0.506
C: 3.75 -5.03 0.75  -0.366
C: 3.11 -4.59 -0.40  -0.712
C: 2.37 -3.44 -0.40  0.736
C: 1.85 -2.75 -1.59  0.688
C: 1.38 -3.59 -2.74  -1.109
O: 1.72 -1.54 -1.62  -0.550
C: 2.16 -2.69 0.88  -0.013
O: 1.40 -1.72 0.94  -0.397
C: 2.92 -3.13 2.00  -0.119
H: 5.00 -4.76 4.87  0.241
H: 3.38 -4.08 4.61  0.370
H: 4.83 -3.14 4.15  0.387
H: 4.34 -5.94 0.77  0.530
H: 3.29 -5.14 -1.32  0.384
H: 1.84 -4.57 -2.79  0.418
H: 1.55 -3.04 -3.66  0.343
H: 0.30 -3.73 -2.64  0.313
H: 2.77 -2.58 2.91  0.560
C: -2.84 -0.85 -4.57  -0.974
S: -1.95 0.41 -3.59  0.504
C: -3.42 1.15 -2.78  -0.938
O: -1.28 -0.34 -2.49  -0.605
H: -3.54 -1.39 -3.94  0.318
H: -2.11 -1.55 -4.99  0.322
H: -3.35 -0.34 -5.37  0.403
H: -4.11 1.48 -3.54  0.400
H: -3.10 2.01 -2.19  0.302
H: -3.87 0.41 -2.13  0.311

***

Below is C5H8N2 as an isolated structure, with properties calculated with ωB97M-V with the def2-TZVPD basis set.

Highest occupied orbital energy, hartree: -0.33120

Last column: Mulliken charge in e.
Positions of all 15 atoms, in Å:
N: -0.65 0.11 1.98  -0.621
C: -0.01 -0.53 0.84  0.432
C: -0.21 -2.01 0.78  0.065
N: -0.41 -3.15 0.77  -0.431
C: -0.66 -0.10 -0.48  -0.588
C: 0.34 0.00 -1.56  -0.342
C: 0.40 1.46 -1.08  -0.804
H: -0.39 -0.36 2.85  0.262
H: -1.66 0.03 1.87  0.298
H: 1.08 -0.36 0.91  0.211
H: -0.59 1.60 -0.57  0.294
H: 1.30 -0.50 -1.45  0.250
H: -0.06 -0.08 -2.57  0.296
H: 0.32 2.17 -1.89  0.383
H: 1.19 1.73 -0.39  0.297

***

Below is C33H29Br2IrN3O5STe as an isolated structure, with properties calculated with ωB97M-V with the def2-TZVPD basis set.

Total charge: +1
Highest occupied orbital energy, hartree: -0.41558

Last column: Mulliken charge in e.
Positions of all 75 atoms, in Å:
Ir: 2.07 -0.26 1.21  0.934
Br: 1.97 -3.22 7.10  -0.101
C: 2.00 -2.47 5.39  -0.036
C: 0.98 -2.74 4.49  -0.903
C: 1.05 -2.19 3.23  0.066
N: 2.05 -1.37 2.88  0.264
C: 3.02 -1.08 3.76  1.246
C: 3.04 -1.64 5.02  -0.722
C: 4.02 -0.11 3.26  0.248
C: 4.81 0.68 4.07  -0.706
C: 5.68 1.57 3.44  -0.113
Br: 6.74 2.70 4.48  -0.101
C: 5.75 1.61 2.06  -0.852
C: 4.91 0.79 1.33  -0.236
N: 4.04 -0.05 1.92  -0.038
H: 0.15 -3.38 4.76  0.469
H: 0.30 -2.38 2.48  0.428
H: 3.86 -1.44 5.69  0.480
H: 4.74 0.63 5.14  0.483
H: 6.43 2.28 1.55  0.498
H: 4.93 0.80 0.25  0.705
O: 4.05 1.68 -1.37  -0.687
S: 2.78 1.04 -1.21  0.974
O: 1.95 1.12 -2.39  -0.712
O: 1.96 1.58 0.00  -0.500
O: 2.89 -0.44 -0.76  -0.665
C: -6.13 -0.24 -3.42  -1.599
C: -4.77 -0.09 -2.80  0.592
C: -3.99 1.03 -3.03  -1.021
C: -2.72 1.18 -2.47  0.631
C: -1.97 2.45 -2.79  -1.927
C: -2.22 0.14 -1.67  1.295
Te: -0.17 0.43 -1.08  0.442
N: -0.05 -0.08 0.90  -0.271
C: -0.01 1.00 1.71  0.816
O: 0.91 0.95 2.57  -0.658
C: -0.95 2.11 1.48  -0.257
C: -0.46 3.42 1.46  -0.630
C: -1.32 4.46 1.15  -0.711
C: -2.66 4.19 0.89  -0.503
C: -3.15 2.89 0.94  -0.525
C: -2.29 1.84 1.23  0.193
C: 0.27 -1.53 -1.76  1.487
C: 0.62 -2.56 -0.89  -0.466
C: 1.04 -3.77 -1.39  -0.876
C: 1.17 -3.94 -2.76  -0.823
C: 0.81 -2.92 -3.62  -0.722
C: 0.34 -1.70 -3.14  0.416
C: -0.10 -0.65 -4.14  -1.683
C: -3.01 -0.97 -1.36  1.090
C: -2.60 -2.08 -0.42  -2.009
C: -4.27 -1.07 -1.94  -0.681
H: -6.35 0.58 -4.10  0.388
H: -6.91 -0.27 -2.66  0.341
H: -6.19 -1.17 -3.98  0.356
H: -4.37 1.83 -3.66  0.420
H: -2.67 3.27 -2.95  0.543
H: -1.39 2.34 -3.71  0.327
H: -1.28 2.76 -2.01  0.203
H: 0.58 3.60 1.68  0.485
H: -0.95 5.47 1.12  0.434
H: -3.33 5.01 0.64  0.431
H: -4.20 2.69 0.77  0.441
H: -2.66 0.83 1.29  0.423
H: 0.54 -2.42 0.18  0.497
H: 1.29 -4.58 -0.71  0.493
H: 1.55 -4.87 -3.17  0.403
H: 0.92 -3.04 -4.69  0.490
H: 0.61 -0.60 -4.96  0.572
H: -0.17 0.35 -3.72  -0.057
H: -1.08 -0.91 -4.54  0.361
H: -1.89 -1.74 0.33  -0.018
H: -2.13 -2.90 -0.97  0.381
H: -3.48 -2.47 0.09  0.571
H: -4.88 -1.93 -1.71  0.491

***

| no. | calculated total energy (Ha) |
| --- | --- |
| 1 | -4988.105177 |
| 2 | -1531.338631 |
| 3 | -304.677863 |
| 4 | -7733.730457 |